Entry from the OMol25 dataset: C58H48AsFeN3OP2S2 as an isolated structure (ωB97M-V with the def2-TZVPD basis set).

Output
⟨S²⟩	0.82
maximum force	0.0851	Eh/bohr
LUMO (spin up / spin down)	-3.94 / -3.57	eV
E_HOMO (spin up / spin down)	-9.68 / -9.68	eV
2S+1	2
charge	+1
Kohn-Sham gap (spin up / spin down)	0.211 / 0.225	Eh

The geometry in XYZ format:
```
116
Properties=species:S:1:pos:R:3:forces:R:3:mulliken_charge:R:1
H -3.18137 1.74634 4.66294 -0.054 0.084 -0.015 0.455
C -0.21431 5.09895 2.01383 0.024 0.028 0.071 -0.894
H 3.28074 3.39819 3.04367 0.097 0.057 0.098 0.197
H -2.75539 -1.07132 -2.09720 -0.106 0.029 -0.119 0.734
N 1.49850 -0.89780 -1.96959 -0.021 0.301 -0.143 0.027
C 3.97876 -1.32230 -1.00658 -0.213 0.100 0.504 0.917
H -3.65368 4.51780 -1.36945 -0.091 0.071 0.018 0.443
H -1.04333 1.96614 -2.93976 -0.072 0.093 0.032 0.320
C 3.49251 2.73598 3.87728 -0.339 -0.013 -0.283 -0.094
C -3.91876 -4.48146 -4.21792 0.073 0.031 -0.133 -0.460
Fe 0.71894 0.00957 0.57273 -0.765 0.228 0.436 -0.713
C -0.13278 0.50814 3.80984 -0.198 -0.009 0.102 0.199
H -1.96335 -3.72434 -3.91084 0.124 0.012 -0.106 0.277
P 2.50545 -0.29349 -0.74355 0.630 0.309 -1.186 0.047
H 0.58666 3.90449 -1.21455 0.092 0.086 0.027 -0.033
C 5.42768 -3.12970 -0.39243 0.076 -0.075 0.030 -0.767
C -5.19976 -4.81841 -3.68105 -0.230 -0.019 0.108 -0.597
H -4.10367 0.05288 0.16365 -0.085 0.027 -0.042 0.419
C -1.19255 1.42827 3.90713 0.207 -0.448 0.215 0.295
C -0.65812 -0.60886 -5.78417 0.095 -0.045 -0.037 -0.891
H -2.15207 5.80233 2.57549 -0.074 0.076 0.018 0.413
C -0.59278 2.40040 -0.31092 -1.022 -1.077 0.503 1.283
C 4.01077 1.01773 5.98637 0.075 -0.001 0.053 -0.811
C 3.06255 3.40863 -2.44166 0.025 0.131 -0.058 -0.942
H -0.13443 -5.27324 -0.59575 0.112 0.008 -0.022 0.402
H -3.99700 2.44380 -0.16341 -0.178 -0.012 -0.007 0.583
H -4.31674 -2.79909 -2.25565 0.151 -0.037 -0.018 0.704
H -4.52432 -5.95937 -0.62543 0.090 -0.148 0.050 0.457
H -4.07680 1.13969 1.56000 -0.015 0.121 -0.053 0.653
C -1.91594 1.92984 0.02219 0.996 1.716 -1.025 0.667
C 3.99675 3.39396 -0.22376 0.004 0.020 0.055 -0.644
H 4.22417 0.34666 6.80472 -0.022 -0.070 0.059 0.437
C 2.74385 2.06462 -2.33168 0.093 -0.168 0.125 -0.052
H 2.81429 3.94635 -3.34474 0.000 0.041 -0.093 0.465
C -2.47185 -0.21578 5.10811 -0.009 -0.080 0.006 -0.956
C -2.34877 -2.06493 -1.92583 0.580 0.120 0.110 -1.505
C -0.65460 -2.24162 1.74889 -0.422 1.838 -1.011 0.609
C -0.94728 1.24731 -3.74127 -0.008 -0.049 0.113 -0.109
H 5.09489 3.92470 4.64365 0.030 0.072 -0.004 0.445
H 3.85505 1.52025 0.82632 0.089 0.119 -0.037 0.458
H 5.71685 -3.90306 0.30418 0.016 -0.042 0.036 0.448
N -1.15679 -0.16103 1.03256 -0.548 4.122 -1.365 2.290
H -3.71044 -4.80997 -5.22655 0.081 -0.057 -0.100 0.452
C -2.59090 -3.88440 0.92785 0.250 -0.074 0.283 -0.673
C 6.14321 -2.95051 -1.56631 -0.039 -0.020 0.052 -0.555
C -4.40574 -5.19104 -1.37930 0.265 0.097 0.160 -0.081
H 6.98870 -3.58531 -1.78570 0.059 -0.049 0.002 0.399
N -1.52813 -1.31135 1.50827 -0.799 -3.266 1.700 -1.963
C 3.66091 2.06023 -0.09912 0.056 -0.189 -0.105 -0.530
C 4.50342 3.03049 4.77327 0.069 0.015 0.018 -0.875
C -0.55350 -0.05109 -3.45335 -0.211 0.714 0.492 0.238
C 4.76173 2.17105 5.82957 -0.014 0.034 -0.035 -0.580
C 4.70152 -1.13808 -2.18304 -0.106 0.088 0.068 -0.624
H 3.92561 5.11924 -1.48693 0.034 0.077 -0.039 0.428
H 0.06273 6.02073 1.52483 0.018 0.067 -0.065 0.429
C -3.30754 -4.40598 -1.32993 -0.338 -0.234 0.208 -0.337
C -2.15293 0.72527 0.71122 1.230 -3.076 1.454 0.725
P -0.16788 -0.52658 -1.72770 1.031 -1.691 -0.632 2.107
H -1.36213 5.31289 -1.88328 0.032 0.143 -0.073 0.497
H -1.29278 0.96543 -7.08570 0.001 0.031 -0.114 0.407
C 5.77968 -1.95568 -2.46246 0.022 -0.020 -0.068 -0.744
H 2.24402 1.55688 -3.14728 -0.063 -0.036 -0.022 0.342
C -5.42235 -5.13534 -2.37921 -0.170 0.098 -0.175 -0.991
C -1.82418 3.79942 3.24147 0.023 -0.110 0.003 -0.335
C -0.42703 3.61237 -0.98296 -0.152 0.469 -0.354 -0.866
H 0.76359 -3.33000 -1.55271 -0.022 -0.095 0.054 0.430
C -2.22189 -4.70024 -0.32381 -0.138 0.050 0.116 0.109
C 2.71597 1.59391 4.04930 0.239 -0.332 -0.562 0.979
C 0.32560 2.85880 2.68070 -0.260 0.121 -0.149 0.329
H -2.79889 3.72156 3.70246 -0.055 -0.023 0.027 0.439
C -0.94010 2.72696 3.28036 0.429 0.245 -0.181 0.458
H -0.07235 -1.98503 -4.25742 -0.031 -0.155 0.007 0.564
C -3.55335 0.32474 1.06576 0.021 -0.119 0.137 -2.420
H -0.53612 -1.32948 -6.58008 -0.017 -0.032 -0.043 0.453
C 0.67295 4.03627 2.04155 0.285 -0.134 0.065 -0.441
H 3.77227 -2.45374 0.80213 0.025 -0.067 0.035 0.337
C -0.81295 -4.45259 -0.78806 0.089 -0.034 -0.161 -1.483
C 2.99655 0.71892 5.09265 -0.349 -0.099 -0.193 -0.299
H 4.41822 -0.34887 -2.86741 0.067 0.062 -0.075 0.366
H 0.54757 -1.47667 4.25035 -0.061 0.014 0.056 0.500
C 3.68611 4.07020 -1.39563 -0.002 0.063 -0.014 -0.517
H -6.00069 -4.98114 -4.38765 -0.124 -0.036 -0.045 0.410
H -3.45645 -4.32134 1.41895 -0.090 0.020 -0.040 0.747
C -0.25963 -0.75946 4.35134 0.272 0.035 0.087 -0.618
H 6.33868 -1.81612 -3.37601 0.042 0.013 -0.049 0.431
H -2.28464 -5.76105 -0.06057 -0.026 0.136 -0.055 0.855
H -3.38254 -0.50325 5.61301 -0.061 -0.006 0.040 0.420
H -1.51619 2.62645 -5.26777 -0.057 0.050 -0.061 0.496
H -3.53342 -0.53438 1.73105 -0.059 0.114 -0.077 0.370
C -2.96903 -3.83098 -3.53296 -0.078 0.238 -0.049 -0.532
H 1.63279 4.11723 1.54713 0.011 0.050 -0.084 0.399
C -1.45955 4.97515 2.60912 -0.021 0.041 -0.017 -1.075
H 5.55329 2.40028 6.52523 0.081 0.012 0.091 0.393
C -2.79728 3.93879 -1.06133 -0.377 -0.085 0.028 -1.504
C -1.21075 1.61362 -5.05011 0.026 0.037 -0.143 -0.725
H 1.84839 -1.10431 -2.90391 0.023 -0.056 0.245 0.484
C -1.02936 -2.14944 -1.68076 -0.728 0.652 0.122 0.503
C -2.99109 2.75409 -0.38727 0.212 -0.109 0.063 -0.671
S -1.23480 -3.82001 2.15848 -0.177 -0.422 0.130 -0.334
C 3.05293 1.38930 -1.15974 -0.056 -0.168 0.108 0.315
H 2.41019 -0.18459 5.21395 0.036 0.026 0.058 0.297
C -1.51277 4.38416 -1.35782 0.458 -0.639 0.235 -0.833
H -6.39383 -5.52819 -2.10568 -0.048 -0.034 -0.067 0.412
H 4.48841 3.90992 0.58951 0.021 0.037 0.042 0.496
C 4.34112 -2.31834 -0.10822 -0.065 0.096 -0.011 -0.205
O 0.46469 1.71365 0.01037 0.823 1.344 -0.293 0.736
C -1.42826 -1.11989 5.00587 0.042 -0.025 0.043 -0.778
S 1.05471 -1.94245 1.47059 -0.070 -0.529 0.139 -0.689
H -2.79438 -2.84592 0.67726 -0.170 -0.128 0.061 -0.005
C -1.07241 0.68391 -6.06780 -0.088 0.157 -0.020 -0.683
H -1.52561 -2.11137 5.42140 -0.009 -0.079 0.043 0.472
C -0.39496 -0.97772 -4.47962 0.027 -0.082 0.132 -0.519
C -2.35807 1.05357 4.56593 0.085 0.090 -0.109 -0.708
As 1.32048 1.19682 2.71753 -0.731 0.088 0.817 1.541
C -0.30234 -3.35353 -1.34705 0.299 -0.447 -0.072 -1.049
C -3.28880 -3.18413 -2.20661 -0.126 -0.414 -0.083 0.298
```
Forces are in eV/Å.